Molecular formula: C2H7N2
Method: DFT, ωB97M-V/def2-TZVPD

Last column: natural (NBO) charge in e.
Cartesian coordinates (Å):
C1 0.0855 0.5949 0.3112  -0.276
C2 -0.0537 -0.6799 -0.1070  0.082
N1 -0.1151 -1.7822 0.6630  -0.750
N2 0.0601 1.6463 -0.7149  -0.666
H1 0.3521 0.8454 1.3227  0.235
H2 -0.2434 -0.8464 -1.1651  0.203
H3 -0.3402 -2.6787 0.2799  0.428
H4 0.1488 -1.6259 1.6116  0.406
H5 0.2594 2.5807 -0.3526  0.451
H6 -0.8407 1.7617 -1.1823  0.444
H7 0.8193 1.4891 -1.3645  0.443

Summary:
Charge: +1
Frontier orbital gap, eV: 9.578
E_tot, eV: -5160.3434
Energy relative to the best compared isomer or geometry (same formula, charge and spin), eV: 1.122
HOMO, Eh: -0.487
SMILES string: N/C=C/[NH3+]
LUMO, eV: -3.67



Molecular formula: C33H26BF4O21
Method: DFT, ωB97M-V/def2-TZVPD

Last column: Löwdin charge in e.
Cartesian coordinates (Å):
B1 -10.8020 2.4859 42.1513  -1.109
F1 -11.3955 3.6803 41.4921  0.046
F2 -11.4572 2.3147 43.3118  0.187
F3 -11.0380 1.3448 41.3006  0.087
F4 -9.4455 2.6452 42.5297  0.127
C1 -14.4585 3.3794 37.3129  0.148
C2 -16.0752 3.5362 37.2466  -0.042
C3 -16.8826 4.0259 38.2912  -0.442
O1 -18.1068 4.1283 38.2384  0.099
C4 -16.3186 4.3311 39.5422  0.121
C5 -14.8009 4.0884 39.6548  -0.037
C6 -13.9092 3.7344 38.6210  -0.449
O2 -12.7185 3.7917 38.6612  0.124
O3 -14.1920 4.2497 40.9665  0.047
O4 -16.7749 3.2153 36.0539  0.164
H1 -13.9353 2.9435 36.3194  0.167
H2 -16.8125 4.6697 40.3756  0.089
H3 -13.2023 4.1900 40.9472  0.081
H4 -17.5402 3.1358 36.2178  -0.087
C7 -14.0474 -1.0592 37.0398  0.102
C8 -12.6272 -1.0818 36.4410  -0.218
C9 -11.5134 -0.6135 37.1628  -0.400
O5 -10.3447 -0.6511 36.7265  0.067
C10 -11.7546 0.0535 38.3957  0.094
C11 -13.0918 0.2008 39.0284  -0.194
C12 -14.1858 -0.2744 38.2058  -0.318
O6 -15.4310 -0.0422 38.6068  0.017
O7 -13.3251 0.6442 40.2431  0.154
O8 -12.3040 -1.6100 35.3014  0.089
H5 -14.8157 -1.5516 36.5073  0.099
H6 -10.9695 0.5440 39.0485  0.133
H7 -12.5198 0.8979 40.6945  0.071
H8 -11.2250 -1.6804 35.3310  0.201
C13 -8.8121 5.9773 37.4940  0.078
C14 -9.8414 5.5667 38.6421  -0.088
C15 -10.8545 6.5863 39.0585  -0.318
O9 -11.7840 6.3640 39.8867  0.064
C16 -10.7033 7.9803 38.4164  0.092
C17 -9.4329 8.3662 37.5549  -0.145
C18 -8.6385 7.2739 37.0200  -0.421
O10 -7.7368 7.5755 36.1480  0.030
O11 -9.2032 9.6369 37.0922  0.057
O12 -9.9111 4.2628 39.0374  0.069
H9 -8.1059 5.2140 36.9763  0.148
H10 -11.1643 8.7817 39.0730  0.105
H11 -9.7577 10.4254 37.3357  0.149
H12 -10.7450 4.1344 39.5979  0.100
C19 -3.8669 2.8010 41.4989  0.068
C20 -4.3547 3.7176 40.3593  -0.109
C21 -5.7845 3.5938 39.9763  -0.478
O13 -6.1269 4.2785 39.0948  0.129
C22 -6.6255 2.8824 40.8352  0.085
C23 -6.2089 2.0843 42.0568  -0.087
C24 -4.6922 2.0210 42.3322  -0.414
O14 -4.3082 1.2459 43.1820  0.101
O15 -7.1368 1.6513 42.9054  0.153
O16 -3.4104 4.4603 39.6532  0.019
H13 -2.7607 2.6259 41.8011  0.144
H14 -7.6861 3.0336 40.6906  0.106
H15 -7.8705 1.8467 42.4517  -0.002
H16 -3.9709 4.8831 38.8135  0.204
C25 -15.3553 0.5474 45.8328  0.078
C26 -14.5558 1.4684 44.9855  -0.131
C27 -14.9979 2.7140 44.5126  -0.313
O17 -14.2241 3.6022 44.0052  0.078
C28 -16.4750 3.0774 44.7410  0.121
C29 -17.4293 2.0188 45.3620  -0.170
C30 -16.7399 0.8853 46.1473  -0.309
O18 -17.4336 0.1056 46.9088  0.028
O19 -18.7400 2.0759 45.4572  0.126
O20 -13.2443 1.0818 44.5333  0.056
H17 -15.0057 -0.5812 46.0176  0.171
H18 -16.9174 3.8930 44.2799  0.062
H19 -18.9731 2.7040 44.7976  0.107
H20 -12.7798 1.7302 44.0308  0.025
C31 -8.3713 -1.9658 43.0850  -0.001
C32 -9.5521 -2.1887 44.0281  -0.341
O21 -9.7101 -3.2932 44.7290  -0.048
C33 -10.6460 -1.0816 44.2305  -0.004
H21 -7.6593 -2.3309 43.6866  0.030
H22 -8.0919 -0.9804 42.9285  0.043
H23 -8.4325 -2.7976 42.2907  0.134
H24 -11.1735 -0.8942 43.2687  0.098
H25 -10.2001 -0.3278 44.6478  0.011
H26 -11.3990 -1.4705 44.9470  0.090

Summary:
Charge: -1
Frontier orbital gap, eV: 6.375
E_tot, eV: -89175.0780
Energy relative to the best compared isomer or geometry (same formula, charge and spin), eV: 4.160
HOMO, Eh: -0.252
LUMO, eV: -0.47



Molecular formula: C31H29ClN2O4V
Method: DFT, ωB97M-V/def2-TZVPD

Last column: natural (NBO) charge in e.
Cartesian coordinates (Å):
V1 -0.6116 -0.5848 1.0869  1.218
C1 2.0742 -4.4207 2.1432  -0.247
O1 2.4955 -4.0775 0.7978  -0.499
C2 1.4520 -3.9446 -0.1169  0.234
C3 1.6790 -4.6547 -1.2652  -0.166
C4 0.9179 -4.6533 -2.4483  -0.216
C5 -0.2389 -3.9153 -2.3500  -0.149
C6 -0.4685 -3.0402 -1.2906  -0.162
C7 -1.6163 -2.2215 -1.2947  0.211
N1 -1.7766 -1.3222 -0.3964  -0.317
N2 -3.0447 -0.8218 -0.4888  -0.341
C8 -3.2304 0.0298 0.4540  0.548
O2 -2.2008 0.2998 1.2527  -0.608
C9 -4.4740 0.7313 0.7965  -0.081
C10 -5.4456 0.9456 -0.1500  -0.164
C11 -6.5647 1.6887 0.1428  -0.214
C12 -6.7244 2.2111 1.3927  -0.170
C13 -5.7707 1.9886 2.3994  -0.207
C14 -4.6230 1.2655 2.0862  -0.178
C15 0.3891 -3.0245 -0.1792  0.301
O3 0.2927 -2.1008 0.7393  -0.569
H1 3.0046 -4.5729 2.7038  0.209
H2 1.4544 -5.3335 2.1343  0.187
H3 1.5113 -3.6005 2.5529  0.172
H4 2.5678 -5.2562 -1.2565  0.237
H5 1.1221 -5.2313 -3.3481  0.245
H6 -0.9371 -3.9078 -3.1673  0.223
H7 -2.4252 -2.2755 -2.0275  0.246
H8 -5.2931 0.5205 -1.1356  0.229
H9 -7.3087 1.8779 -0.6237  0.229
H10 -7.5993 2.7793 1.6351  0.224
H11 -5.9356 2.3228 3.4240  0.228
H12 -3.9129 1.0222 2.8689  0.221
C16 4.0303 -0.6752 0.8304  -0.251
O4 3.0551 -0.8024 1.8786  -0.745
H13 4.3151 -1.6589 0.4644  0.177
H14 4.9013 -0.1270 1.1615  0.178
H15 3.5534 -0.1290 0.0046  0.181
H16 3.5039 -1.1490 2.6722  0.472
Cl1 0.1691 0.7050 3.1396  0.192
C17 -0.5229 -0.8754 3.0941  -0.553
H17 -1.4533 -0.8747 3.6655  0.243
H18 0.2014 -1.6159 3.3849  0.236
C18 3.3771 1.9948 -4.0896  -0.169
C19 3.4360 0.6376 -3.8101  -0.217
C20 2.7141 0.1028 -2.7779  -0.193
C21 1.8453 0.9123 -2.0375  -0.036
C22 1.8249 2.2797 -2.2785  -0.190
C23 2.5634 2.8190 -3.3238  -0.208
C24 1.0292 0.2687 -1.0035  -0.170
C25 0.3877 0.7851 0.0560  -0.203
C26 0.4689 2.2085 0.4903  -0.019
C27 -0.6328 3.0237 0.5060  -0.215
C28 -0.4768 4.3823 0.8067  -0.201
C29 0.7330 4.8689 1.2027  -0.201
C30 1.8340 4.0224 1.2636  -0.193
C31 1.7162 2.6990 0.9229  -0.228
H19 3.9905 2.3829 -4.9007  0.226
H20 4.0168 -0.0549 -4.4043  0.223
H21 2.7749 -0.9548 -2.5572  0.210
H22 1.1888 2.9476 -1.6954  0.226
H23 2.4798 3.8818 -3.5370  0.226
H24 0.9740 -0.8258 -1.1994  0.209
H25 -1.6132 2.6621 0.2012  0.220
H26 -1.3021 5.0606 0.7391  0.223
H27 0.8314 5.9237 1.4836  0.227
H28 2.7719 4.4246 1.5911  0.222
H29 2.5548 2.0262 0.9843  0.228

Summary:
Charge: +1
Frontier orbital gap, eV: 6.498
E_tot, eV: -81989.5152
HOMO, Eh: -0.405
LUMO, eV: -4.52



Molecular formula: C34H25Br2Cl3N9O2S2Zr
Method: DFT, ωB97M-V/def2-TZVPD

Last column: Löwdin charge in e.
Cartesian coordinates (Å):
Zr1 -2.0089 -0.6788 -1.2143  1.884
N1 0.8482 -2.7502 -3.8690  0.100
C1 0.3262 -2.7071 -2.6568  -0.066
N2 -0.5249 -1.6782 -2.6039  -0.012
C2 -0.4606 -1.1440 -3.8706  -0.298
N3 0.3634 -1.7700 -4.6594  0.193
C3 -1.2677 0.0260 -4.2356  -0.181
C4 -1.1705 0.6460 -5.4728  -0.005
N4 -1.8814 1.7329 -5.7501  0.156
C5 -2.6846 2.2019 -4.8085  -0.041
C6 -2.8160 1.5746 -3.5713  -0.075
N5 -2.1137 0.4746 -3.2872  -0.022
H1 1.5295 -3.4058 -4.2347  0.197
H2 0.5674 -3.3921 -1.8588  0.161
H3 -0.5083 0.2627 -6.2399  0.143
H4 -3.2520 3.0985 -5.0268  0.138
H5 -3.4874 1.9626 -2.8161  0.120
Br1 -0.2088 -1.7092 3.3854  0.934
C7 -1.1011 -2.8912 2.2580  -0.593
C8 -1.2436 -4.2554 2.6248  -0.118
C9 -1.9073 -5.1416 1.8244  -0.606
Br2 -2.0879 -6.9226 2.3632  0.916
C10 -2.4574 -4.7118 0.5743  -0.162
C11 -3.1560 -5.5228 -0.3342  0.038
C12 -3.6262 -4.9911 -1.5181  0.001
C13 -3.3800 -3.6525 -1.8051  -0.091
N6 -2.7268 -2.8461 -0.9687  -0.043
C14 -2.2888 -3.3594 0.2226  -0.168
C15 -1.6446 -2.4525 1.0850  -0.360
O1 -1.5648 -1.1699 0.6199  -0.299
H6 -0.8206 -4.5792 3.5658  0.116
H7 -3.3228 -6.5659 -0.0969  0.107
H8 -4.1736 -5.5970 -2.2253  0.130
H9 -3.7195 -3.2208 -2.7410  0.125
Cl1 0.5603 1.8084 6.4822  0.729
C16 1.2591 2.0632 4.9255  -0.656
C17 1.9141 1.0224 4.2859  -0.129
C18 2.4505 1.2425 3.0303  -0.042
C19 2.3691 2.4810 2.3950  -0.203
C20 3.0927 2.6376 1.0745  -0.305
C21 2.2592 3.1220 -0.1236  -0.036
N7 0.9493 2.4505 -0.2346  -0.014
C22 -0.2026 2.8799 0.3802  0.000
C23 -1.1730 2.0032 0.0283  -0.105
N8 -0.6257 1.0304 -0.8016  -0.120
C24 0.6656 1.3460 -0.9187  -0.098
O2 4.1467 3.5596 1.2056  -0.118
C25 5.4558 3.0446 0.9265  -0.123
C26 5.8089 1.8836 1.8051  -0.338
C27 5.7760 1.8984 3.1714  -0.971
Cl2 5.3745 3.2263 4.1777  0.729
S1 6.2050 0.3983 3.8699  1.031
C28 6.4529 -0.2934 2.3232  -0.399
C29 6.2089 0.6003 1.3263  -0.151
C30 1.7330 3.5082 3.0881  -0.575
Cl3 1.6370 5.1138 2.4177  0.787
C31 1.1676 3.3149 4.3375  -0.109
H10 2.0333 0.0711 4.7867  0.100
H11 2.9987 0.4425 2.5434  0.121
H12 3.4770 1.6380 0.8405  0.142
H13 2.7985 2.9433 -1.0528  0.143
H14 2.0604 4.1861 -0.0453  0.112
H15 -0.2161 3.7646 0.9952  0.113
H16 -2.2115 2.0161 0.3235  0.111
H17 1.4019 0.8024 -1.4886  0.152
H18 6.1182 3.8936 1.0899  0.143
H19 5.5364 2.7564 -0.1276  0.131
H20 6.8003 -1.3103 2.2387  0.072
H21 6.3429 0.3758 0.2766  0.112
H22 0.6863 4.1331 4.8538  0.116
S2 -6.3660 0.0102 0.3602  1.195
C32 -6.4473 -0.1096 -1.3419  -0.308
C33 -5.2037 -0.1917 -1.8676  -0.227
N9 -4.1879 -0.1560 -0.9268  -0.199
C34 -4.6951 -0.0608 0.3014  -0.446
H23 -7.3920 -0.1079 -1.8627  0.103
H24 -4.9680 -0.2666 -2.9187  0.116
H25 -4.0799 -0.0368 1.1911  0.098

Summary:
Charge: +3
Frontier orbital gap, eV: 4.110
E_tot, eV: -253752.7322
Energy relative to the best compared isomer or geometry (same formula, charge and spin), eV: 0.463
HOMO, Eh: -0.509
LUMO, eV: -9.74